Density functional theory data (ωB97M-V with the def2-TZVPD basis set) for an isolated molecule of C20H21N5O6.

## Properties
ΔE to the lowest compared entry with this formula, charge and spin: 18.8 kJ/mol
LUMO energy: 0.246 eV
HOMO: -8.655 eV
Frontier orbital gap: 8.9010 eV

Last column: Mulliken charge in e.
CARTESIAN COORDINATES (ANGSTROEM)
C  3.8385  3.0459  -4.4253  -1.278
C  3.7321  2.2521  -3.1308  -0.145
C  2.4579  2.6152  -2.3670  -1.029
N  2.3400  1.8387  -1.1480  0.544
N  1.6857  0.6970  -1.2686  -0.827
C  1.5636  -0.1162  -0.2674  0.593
C  0.8535  -1.4009  -0.5328  0.294
O  1.1935  -2.4408  -0.0249  -0.624
O  -0.1584  -1.4340  -1.4063  -0.399
C  -0.8649  -0.2977  -1.8661  -0.054
C  -2.3523  -0.5552  -1.6593  0.634
O  -3.1153  -0.4559  -2.6168  -0.804
C  -2.7702  -0.9795  -0.3409  -0.152
C  -4.0179  -1.6067  -0.1847  0.000
N  -4.8847  -1.6537  -1.1927  -0.307
N  -4.3555  -2.1724  1.0054  -0.047
C  -5.6225  -2.8608  1.1650  -1.334
C  -3.5176  -2.1320  2.1250  0.719
O  -3.8306  -2.6798  3.1557  -0.669
N  -2.3658  -1.4168  1.9842  0.014
C  -1.5256  -1.3238  3.1677  -1.297
C  -1.9276  -0.7854  0.8158  0.848
O  -0.9210  -0.1004  0.8566  -0.668
C  2.1205  0.1787  1.0294  1.136
C  2.0079  -0.6546  2.1478  -0.963
C  2.5397  -0.2638  3.3555  -0.610
C  3.1993  0.9578  3.4841  -0.540
C  3.3273  1.7874  2.3940  -0.560
C  2.7892  1.4098  1.1622  -0.086
C  2.9394  2.3022  0.0129  0.392
O  3.5245  3.3693  0.0239  -0.724
H  3.8621  4.1126  -4.2159  0.328
H  2.9887  2.8398  -5.0723  0.326
H  4.7482  2.7801  -4.9573  0.375
H  3.7210  1.1819  -3.3489  0.298
H  4.5940  2.4639  -2.4956  0.275
H  2.4816  3.6699  -2.0840  0.433
H  1.5767  2.4070  -2.9764  0.382
H  -0.5726  0.6100  -1.3333  0.263
H  -0.6776  -0.1759  -2.9374  0.484
H  -5.7080  -2.2271  -1.1640  0.190
H  -4.5390  -1.2383  -2.0667  0.273
H  -5.6648  -3.2099  2.1960  0.360
H  -5.6829  -3.7231  0.4989  0.406
H  -6.4548  -2.1797  0.9822  0.404
H  -0.9773  -2.2557  3.3075  0.325
H  -2.1533  -1.1469  4.0389  0.409
H  -0.8268  -0.5039  3.0184  0.414
H  1.5119  -1.6050  2.0444  0.643
H  2.4462  -0.9112  4.2153  0.445
H  3.6097  1.2495  4.4393  0.417
H  3.8345  2.7381  2.4574  0.496


Density functional theory data (ωB97M-V with the def2-TZVPD basis set) for a structure of composition C20H21N7S2V.

## Properties
2S+1: 3
LUMO energy (alpha / beta): -3.263 / -3.301 eV
HOMO (alpha / beta): -9.292 / -10.323 eV
⟨S²⟩: 2.101
Total charge: +1
Frontier orbital gap (alpha / beta): 6.0284 / 7.0223 eV

Last column: Mulliken charge in e.
CARTESIAN COORDINATES (ANGSTROEM)
V  11.9621  -7.7459  6.9571  0.475
C  10.9748  -6.3163  3.9125  -1.329
C  12.4480  -6.4488  3.9828  0.871
C  13.1936  -5.8907  2.9068  -0.836
C  14.5499  -5.9323  2.9204  -0.745
C  15.1345  -6.5728  4.0137  -0.852
C  14.3448  -7.1609  4.9997  0.454
N  13.0121  -7.0986  5.0247  0.438
C  14.9252  -8.0909  6.0204  0.873
C  16.1465  -8.7555  5.9039  -0.818
C  16.5292  -9.7644  6.7719  -0.942
C  15.6583  -10.0748  7.8049  -0.861
C  14.4376  -9.4160  7.8578  0.709
N  14.1046  -8.4570  6.9860  0.249
C  13.4438  -9.6127  8.9947  0.475
C  13.7767  -10.3654  10.0814  -0.646
C  12.9223  -10.5154  11.1900  -0.846
C  11.7623  -9.8020  11.1044  -0.697
C  11.4597  -8.9880  10.0035  0.853
C  10.2731  -8.0848  10.1071  -1.390
N  12.2648  -8.9124  8.9063  0.395
H  10.6787  -5.6953  3.0720  0.449
H  10.5969  -5.8473  4.8201  0.200
H  10.4511  -7.2716  3.8314  0.180
H  12.6445  -5.3630  2.1405  0.388
H  15.1896  -5.4523  2.1930  0.440
H  16.1846  -6.7226  4.0875  0.447
H  16.7949  -8.5101  5.0650  0.260
H  17.4924  -10.2400  6.6675  0.464
H  15.9695  -10.8188  8.5157  0.372
H  14.7607  -10.8015  10.1092  0.302
H  13.1638  -11.2019  12.0089  0.439
H  11.0411  -9.7920  11.9155  0.458
H  10.1700  -7.6799  11.1098  0.546
H  9.2875  -8.6022  9.9208  0.082
H  10.3202  -7.2476  9.4172  0.177
C  7.0603  -8.8192  8.1089  -1.186
C  8.0194  -9.6911  7.3813  0.955
N  7.9139  -10.9615  7.0943  -0.817
N  9.0159  -11.2302  6.3630  0.253
C  9.8378  -10.1863  6.1767  0.200
S  11.3100  -9.9496  5.4003  -0.434
N  9.1782  -9.1764  6.8335  0.550
N  9.7095  -7.8901  6.8234  -0.790
H  6.3341  -9.4547  8.6055  0.337
H  6.5076  -8.1334  7.4220  0.312
H  7.5929  -8.2302  8.8307  0.320
H  9.1275  -12.1486  5.9968  0.172
H  9.5106  -7.4116  5.9623  0.278
H  9.2388  -7.3660  7.5752  0.373
S  11.3794  -5.7552  7.4257  -0.555


Density functional theory data (ωB97M-V with the def2-TZVPD basis set) for an isolated molecule of C20H21NO5.

## Properties
ΔE to the lowest compared entry with this formula, charge and spin: 1931.0 kJ/mol
LUMO energy: -0.586 eV
HOMO: -8.173 eV
Frontier orbital gap: 7.5874 eV

Last column: Mulliken charge in e.
CARTESIAN COORDINATES (ANGSTROEM)
C  -5.0183  -1.6428  -0.4443  -0.915
O  -4.1819  -1.2490  0.2694  -0.413
C  -3.3070  -0.2658  0.0461  1.342
C  -3.1140  -0.0255  -1.1798  -0.397
C  -2.0518  0.9984  -1.8686  -1.106
C  -1.2809  1.6228  -0.8984  -0.147
C  -0.1518  2.4856  -1.1413  0.118
O  0.1228  2.3709  -2.5605  -0.643
C  1.2187  2.4916  -0.4101  0.293
N  1.5006  3.5251  0.3595  -0.409
C  2.5960  3.4388  0.8919  -0.361
C  3.2788  2.4093  1.3115  -0.571
C  2.9655  1.2290  0.6104  0.623
C  3.6156  -0.0484  0.8772  -1.067
C  3.2191  -1.0873  -0.1027  0.646
O  3.7839  -2.5375  0.2307  -0.310
C  5.0577  -2.3726  0.9917  -0.941
C  2.0831  -1.2198  -0.6215  0.899
O  1.6449  -2.4899  -1.0204  -0.386
C  0.3880  -2.4236  -1.8120  -0.985
C  1.3329  -0.2534  -0.7942  -0.335
C  1.8198  1.3007  -0.2495  0.103
C  -1.4250  1.2984  0.5291  -0.764
C  -2.5194  0.6711  0.9802  0.146
O  -2.6352  0.4225  2.2131  -0.398
C  -3.6277  -0.4535  2.8170  -0.938
H  -4.3748  -2.2900  -1.2399  0.251
H  -5.6064  -2.1644  0.0157  0.370
H  -5.5724  -0.9117  -1.1063  0.311
H  -3.5426  -0.4830  -2.0621  0.352
H  -1.7228  1.1136  -2.8080  0.751
H  -0.5665  3.6353  -1.1848  0.290
H  0.6623  1.4514  -2.6845  0.440
H  2.7779  4.4585  1.6765  0.158
H  4.3802  2.2527  1.9082  0.160
H  4.4700  0.0464  1.3825  0.532
H  5.8304  -1.9427  0.3498  0.375
H  5.3086  -3.6013  1.1549  0.201
H  4.8550  -2.2596  2.0217  0.404
H  0.2069  -3.6155  -2.1147  0.212
H  0.4165  -1.9231  -2.6758  0.451
H  -0.4699  -2.3108  -1.1545  0.367
H  0.3169  -0.1003  -1.2301  -0.114
H  -0.8328  1.6615  1.3518  0.415
H  -3.4866  -0.0190  4.0351  0.249
H  -3.7107  -1.3599  2.6023  0.422
H  -4.6539  0.1668  2.7379  0.317


Density functional theory data (ωB97M-V with the def2-TZVPD basis set) for a cluster of 2 separate species, C20H22BF2N2 in total.

## Properties
ΔE to the lowest compared entry with this formula, charge and spin: 51.3 kJ/mol
LUMO energy: -4.617 eV
HOMO: -11.134 eV
Total charge: +1
Frontier orbital gap: 6.5174 eV

Last column: Mulliken charge in e.
CARTESIAN COORDINATES (ANGSTROEM)
C  4.2329  0.6825  4.7844  -0.933
N  3.7435  1.5283  3.7297  0.246
C  4.6654  2.4892  3.1937  -0.942
C  2.4726  1.3701  3.2037  0.065
C  1.3711  2.0265  3.7980  -0.519
C  0.1235  1.8833  3.2745  -0.305
N  -0.0860  1.0716  2.1914  -0.002
B  -1.4745  1.0513  1.8213  0.222
H  -2.0162  -0.2975  -1.2499  0.267
C  0.9519  0.4094  1.5832  -0.273
C  2.2209  0.5613  2.0731  -0.242
H  3.4447  -0.0087  5.1063  0.306
H  5.0967  0.0891  4.4456  0.319
H  4.5527  1.2716  5.6576  0.316
H  4.1751  3.0847  2.4164  0.308
H  5.0254  3.1772  3.9726  0.317
H  5.5441  1.9968  2.7516  0.325
H  1.4912  2.6599  4.6743  0.491
H  -0.7606  2.4067  3.6811  0.447
H  -2.1158  0.1715  2.2836  0.039
H  -1.8099  2.0172  1.2051  0.044
H  0.6908  -0.2035  0.7114  0.299
H  3.0558  0.0440  1.6108  0.484
F  -5.5087  -1.2662  -4.7608  -0.289
C  -4.9719  -1.5710  -3.5232  0.204
C  -5.6992  -2.4003  -2.6501  -0.543
C  -5.1024  -2.7822  -1.4125  -0.366
C  -3.7996  -2.3849  -1.1431  -0.819
C  -3.0461  -1.7106  -2.1177  0.963
C  -1.6968  -1.2180  -1.7014  -0.903
C  -0.4997  -0.8948  -2.5814  1.068
C  0.8031  -1.0596  -2.0649  -0.783
C  1.9220  -0.5874  -2.7533  -0.706
C  1.7894  0.0125  -4.0212  -0.589
C  0.4934  0.1454  -4.5159  0.209
F  0.3365  0.6513  -5.7846  -0.307
C  -0.6352  -0.2552  -3.8075  -0.621
C  -3.6785  -1.1635  -3.2284  -0.696
H  -6.7029  -2.7435  -2.9282  0.404
H  -5.6646  -3.4244  -0.7092  0.362
H  -3.3580  -2.6080  -0.1687  0.344
H  -1.2989  -1.8760  -0.9266  0.544
H  0.9453  -1.5298  -1.0910  0.605
H  2.9197  -0.6595  -2.3107  0.372
H  2.6472  0.3685  -4.5945  0.438
H  -1.6060  -0.0557  -4.2373  0.361
H  -3.1834  -0.4695  -3.8874  0.466